Record 1
C4H8N2O | wB97M-V/def2-TZVPD

The geometry in XYZ format:
```
15
Properties=species:S:1:pos:R:3:forces:R:3
C 0.040 0.659 0.205 -0.685 -0.430 1.602
C -1.355 0.755 -0.410 -1.406 -0.228 -1.475
C 1.157 0.189 -0.675 -1.575 0.243 1.325
C -2.314 -0.229 0.295 3.517 1.974 2.580
N 2.025 -0.645 -0.173 1.420 0.957 -3.955
N 2.087 -1.079 1.006 2.740 -3.420 2.333
O -3.263 -0.666 -0.199 -2.991 -1.696 -1.241
H 0.296 1.589 0.778 -0.034 -0.576 -0.658
H -0.184 -0.082 1.061 1.310 0.764 -1.100
H -1.860 1.749 -0.185 0.684 -0.958 -0.709
H -1.504 0.429 -1.538 0.667 1.184 2.064
H 1.184 0.425 -1.711 0.349 0.086 -0.516
H -1.990 -0.410 1.427 -0.679 -0.052 -1.495
H 2.777 -0.820 -0.904 -0.872 -0.345 1.238
H 2.903 -1.866 1.022 -2.446 2.497 0.006
```
Forces are in eV/Å.

Values from the calculation:
Total charge: 0
Relative energy (zero: lowest compared OMol25 entry of this formula, charge and spin) (kcal per mole): 108.0
Calculated total energy (eV): -9301.7099
Highest occupied orbital energy (eV): -7.9

Mulliken atomic charge list, values in e, 5 entries: number 1, C, carries -0.4222; number 2, C, carries -0.3013; number 3, C, carries -0.4704; number 4, C, carries -0.0300; number 5, N, carries 0.3037

---

Record 2
C6H14O2 | wB97M-V/def2-TZVPD

The geometry in XYZ format:
```
22
Properties=species:S:1:pos:R:3:forces:R:3
C -0.365 1.132 -2.542 -1.142 1.129 -0.411
C -0.771 0.754 -1.330 1.215 -0.046 0.451
C -1.052 1.653 -0.207 0.002 -1.293 0.280
C -1.318 1.175 1.018 0.569 0.737 0.802
C -1.312 -0.272 1.434 -0.323 0.009 -1.468
C -1.569 2.159 2.146 0.771 0.308 -0.262
H -0.337 2.202 -2.738 -0.018 0.035 0.001
H -0.352 0.562 -3.462 0.573 -0.624 0.425
H -0.650 -0.276 -1.012 -0.678 -0.276 -0.470
H -1.048 2.714 -0.328 0.000 0.543 -0.358
H -2.209 -0.695 0.996 -0.518 -0.394 0.297
H -1.293 -0.448 2.497 0.041 0.107 0.213
H -0.534 -0.844 0.935 0.269 0.013 0.350
H -1.278 1.725 3.101 -0.545 -0.085 0.116
H -2.582 2.560 2.130 -0.138 -0.236 0.322
H -0.897 3.020 2.056 -0.157 0.034 -0.247
O 3.800 -3.893 -2.029 0.045 -0.051 -0.048
H 3.134 -4.564 -2.210 -0.066 0.035 0.055
H 4.578 -4.200 -2.504 0.031 0.043 0.013
O 1.788 -1.750 0.880 0.195 0.192 -0.077
H 2.751 -1.729 0.810 -0.092 -0.175 0.018
H 1.518 -0.986 0.359 -0.034 -0.006 -0.003
```
Forces are in eV/Å.

Values from the calculation:
Total charge: 0
Relative energy (zero: lowest compared OMol25 entry of this formula, charge and spin) (kcal per mole): 49.0
SMILES: C=CC=C(C)C.O.O
Calculated total energy (eV): -10542.4907
Highest occupied orbital energy (eV): -8.3

Mulliken atomic charge list, values in e, 5 entries: number 1, C, carries -0.9291; number 2, C, carries -0.1418; number 3, C, carries -0.1985; number 4, C, carries 0.9733; number 5, C, carries -1.2516

---

Record 3
C4H5NS | wB97M-V/def2-TZVPD

The geometry in XYZ format:
```
11
Properties=species:S:1:pos:R:3:forces:R:3
C -0.740 -0.702 0.762 0.398 -1.321 0.939
C -0.211 0.663 0.366 -2.006 0.608 1.163
C 0.521 0.706 -0.932 -3.493 2.207 -1.143
S 0.078 1.701 -2.199 0.934 -1.165 1.479
C 1.378 -0.351 -1.042 7.993 -4.877 -1.078
N 2.354 -1.070 -1.084 -5.240 3.292 0.241
H -1.471 -0.998 0.007 0.081 -0.396 0.172
H 0.092 -1.414 0.829 -0.323 -0.216 -0.299
H -1.214 -0.774 1.790 0.401 0.667 -1.280
H 0.389 1.042 1.185 0.319 0.357 0.051
H -1.175 1.197 0.317 0.936 0.846 -0.245
```
Forces are in eV/Å.

Values from the calculation:
Total charge: 0
Relative energy (zero: lowest compared OMol25 entry of this formula, charge and spin) (kcal per mole): 36.7
SMILES: CCC(=S)C#N
Calculated total energy (eV): -16552.4750
Highest occupied orbital energy (eV): -9.6

Mulliken atomic charge list, values in e, 5 entries: number 1, C, carries -1.1603; number 2, C, carries -0.2883; number 3, C, carries 0.1539; number 4, S, carries -0.1570; number 5, C, carries 0.3144

---

Record 4
CH5N3O2 | wB97M-V/def2-TZVPD

The geometry in XYZ format:
```
11
Properties=species:S:1:pos:R:3:forces:R:3
N 1.073 1.153 0.249 0.579 0.161 -0.007
C 0.084 0.230 0.148 -0.360 -2.688 -1.109
N 0.702 -1.345 -0.566 0.826 3.758 1.434
N -0.033 -2.253 -0.808 -1.756 -0.337 0.095
O 0.227 -3.347 -1.241 0.046 -1.581 -0.652
O -1.474 -2.066 -0.555 0.213 0.716 0.245
H 1.439 1.500 -0.625 0.012 -0.007 0.067
H 1.799 0.956 0.922 -0.049 0.016 -0.080
H -0.311 -0.136 1.087 0.027 0.063 -0.003
H -0.686 0.463 -0.579 -0.009 0.063 0.087
H -1.904 -2.865 -0.892 0.472 -0.163 -0.075
```
Forces are in eV/Å.

Values from the calculation:
Total charge: 0
Relative energy (zero: lowest compared OMol25 entry of this formula, charge and spin) (kcal per mole): 85.1
SMILES: NC/N=[N+](/[O-])O
Calculated total energy (eV): -9678.7782
Highest occupied orbital energy (eV): -9.6

Mulliken atomic charge list, values in e, 5 entries: number 1, N, carries -0.4211; number 2, C, carries -0.2692; number 3, N, carries -0.7943; number 4, N, carries 1.2207; number 5, O, carries -0.7004